[1]
Molecular formula: C36H54CdN2OSSb2Te
Method: DFT, ωB97M-V/def2-TZVPD

Last column: Löwdin charge in e.
Element x y z (Å)
Te: -1.73890 0.94006 -1.10981  1.63
Sb: 3.03660 1.41513 0.88450  1.30
Sb: 2.50019 -1.96954 2.50158  1.21
Cd: 1.49908 -0.92513 -0.12474  1.11
S: 2.98756 -3.24139 -1.16619  0.66
O: 2.42008 0.35804 -1.83156  -0.27
N: 0.24492 -0.04680 -1.57827  -0.31
N: -0.11669 -0.14895 2.13299  0.07
C: -3.63754 3.44104 -1.86970  -0.32
C: -4.74953 4.25902 -1.69701  -0.01
C: 1.20963 0.60216 -2.14626  -0.84
C: -3.58186 0.67492 -3.90712  -0.06
C: -5.77868 3.90828 -0.84173  -0.26
C: 2.75146 -0.43178 4.09660  -0.29
C: 2.01221 -4.63624 -1.81842  -0.38
C: -2.56494 3.89292 -2.81372  -0.06
C: 2.54734 3.40374 0.17183  -0.28
C: 6.89384 0.55525 4.25076  -0.07
C: -4.92651 -4.08676 -3.56708  -0.04
C: -5.66723 2.71752 -0.13468  -0.01
C: 5.00532 1.39674 0.00699  -0.29
C: -2.67749 -1.98939 -1.33952  -0.31
C: 6.39469 -0.53102 4.95134  -0.08
C: 3.77509 2.10564 2.84946  -0.31
C: 4.16052 -0.00592 4.17763  -0.32
C: -1.83323 -2.22381 -0.12467  -0.10
C: -3.49928 -0.60411 -3.13988  -0.28
C: 5.04411 -0.80915 4.89696  -0.08
C: 4.65562 1.13493 3.52501  -0.30
C: 2.56213 -3.72551 3.77125  -0.31
C: -4.15570 -2.93393 -3.00715  -0.26
C: -3.55711 2.24347 -1.17178  -0.34
C: 0.93658 1.66057 -3.18836  -0.04
C: -6.96627 4.79910 -0.65475  -0.04
C: -2.15799 -0.67839 3.61231  -0.04
C: -4.19136 -1.69833 -3.63512  0.00
C: -4.56792 1.88699 -0.27832  -0.30
C: -3.38016 -3.06522 -1.86708  -0.01
C: 4.53556 -2.19392 1.83434  -0.32
C: -2.75389 -0.74205 -1.96565  -0.34
C: 3.62499 -2.57089 -2.72645  -0.37
C: -4.46809 0.63991 0.54940  -0.08
C: 6.02871 1.37509 3.55400  -0.05
C: -1.02406 -0.37105 2.79988  -0.28
H: -4.87733 -4.94850 -2.90593  0.08
H: -4.80209 5.19252 -2.23855  0.12
H: 5.39617 2.41112 0.02460  0.01
H: 7.95237 0.76802 4.26135  0.11
H: 7.05514 -1.15909 5.53048  0.11
H: -1.65302 3.31400 -2.65290  0.01
H: 2.43977 -0.93652 5.00914  0.07
H: 0.17113 1.32374 -3.88322  0.08
H: 6.41299 2.24130 3.03309  0.11
H: 1.58962 3.72725 0.57329  0.00
H: 1.19686 -4.25343 -2.42876  0.04
H: -4.46020 -0.24402 -0.08892  0.07
H: -2.95592 -1.08712 2.99040  0.09
H: -5.97070 -3.81149 -3.71084  0.09
H: 4.71673 -1.53038 0.99106  -0.02
H: -2.25783 -3.01217 0.49430  0.09
H: 5.22734 -1.96581 2.64190  0.00
H: 2.39468 -4.60930 3.16406  0.00
H: -2.35188 4.94939 -2.66152  0.09
H: -3.32441 -4.02776 -1.37662  0.12
H: -6.97144 5.60035 -1.38872  0.08
H: -7.88781 4.22795 -0.74611  0.08
H: -4.52179 -4.36752 -4.53930  0.09
H: -1.74903 -1.30456 0.45464  -0.02
H: 4.93471 1.04628 -1.01699  0.00
H: -6.94958 5.24729 0.33826  0.09
H: 2.49720 3.37546 -0.91235  0.00
H: 2.84605 -2.64014 -3.47919  0.05
H: -2.66028 1.24594 -3.80081  0.04
H: -1.86983 -1.41492 4.36166  0.10
H: 4.67710 -3.22169 1.50934  0.00
H: 4.64331 -1.65845 5.43463  0.11
H: 4.49925 -3.14227 -3.02568  0.04
H: 5.66275 0.75015 0.58210  0.00
H: 2.67107 -5.27479 -2.40340  0.05
H: 4.31595 3.02263 2.63404  0.06
H: -5.30763 0.56761 1.23705  0.08
H: -4.41273 1.27802 -3.54254  0.09
H: -2.88801 3.76286 -3.84718  0.09
H: -4.76964 -1.57952 -4.54026  0.13
H: -0.81902 -2.52840 -0.42695  0.05
H: 1.78596 -3.66444 4.52702  0.00
H: -3.53880 0.65960 1.12598  0.04
H: 3.32454 4.09866 0.48106  0.01
H: -2.50928 0.22238 4.11564  0.10
H: 2.90471 2.34671 3.45464  0.06
H: -3.75222 0.47014 -4.96135  0.09
H: 2.06114 0.37712 3.87077  0.02
H: 1.62764 -5.18620 -0.96397  0.03
H: 1.85718 1.87648 -3.72276  0.08
H: 3.53332 -3.79695 4.24979  0.01
H: -6.44717 2.44052 0.55980  0.12
H: 3.88185 -1.52875 -2.55660  0.01
H: 0.59929 2.56949 -2.69047  0.06

Results
⟨S²⟩: 0.759
Energy relative to the best compared isomer or geometry (same formula, charge and spin) (kJ/mol): 100.70
Spin multiplicity: 2
F_max (eV Å⁻¹): 1.52
Net charge: +1
M (g/mol): 1046.44
Electronic energy (Ha): -2903.0632
Frontier orbital gap (spin up / spin down) (eV): 7.5326 / 6.4772
HOMO (spin up / spin down) (eV): -9.8 / -10.3

[2]
Molecular formula: C36H54ClI2N4O11S4
Method: DFT, ωB97M-V/def2-TZVPD

Last column: Löwdin charge in e.
Element x y z (Å)
I: 4.53108 -3.64925 -0.08916  0.94
I: -0.35166 -3.28989 1.19835  0.98
Cl: -0.34414 3.22106 -2.65771  0.83
S: -3.59508 -1.40132 -3.91758  1.04
S: 1.48593 3.34101 2.61599  0.93
S: 3.02014 4.26178 -2.37228  0.99
S: 1.18465 4.40540 5.38137  0.80
O: 1.31990 -6.45618 -1.48695  -0.04
O: -3.56133 2.45822 -2.82454  -0.07
O: -0.70384 -4.40604 7.98231  -0.06
O: -4.09628 -1.21430 -1.34126  0.05
O: -3.03294 -2.57261 7.46421  -0.05
O: 0.77147 5.88929 -0.67951  -0.08
O: -3.60780 5.56601 -3.59219  -0.05
O: 0.52634 3.31790 -5.03439  0.11
O: -1.45781 -3.23872 -7.48257  -0.05
O: -5.60805 -4.75436 -4.54805  -0.07
O: 0.83226 4.57677 -7.77853  -0.05
N: 1.28668 -1.78462 -1.76946  0.05
N: -4.55704 -3.20466 -2.14470  0.05
N: -0.38470 2.52571 4.39480  -0.09
N: -4.86568 -3.22278 -0.78907  0.10
C: 3.12727 1.29045 0.32551  0.06
C: 4.20957 3.60386 1.98601  -0.21
C: 0.50096 -0.92961 6.59553  -0.07
C: 0.59835 -2.84998 -2.54807  -0.09
C: -1.55423 1.11323 2.74098  -0.02
C: -4.59253 -2.03566 -0.38498  -0.18
C: 2.52073 0.24531 -0.38691  -0.10
C: 2.64098 -3.97677 0.88890  -0.80
C: 2.72804 -3.65425 2.36420  -0.20
C: 0.74011 2.85071 -3.99963  -0.78
C: -0.72243 -0.31607 6.71616  -0.05
C: 2.89074 2.71149 -1.58124  -0.45
C: 3.27600 2.52436 -0.22680  -0.18
C: -2.33221 1.02607 1.61449  -0.08
C: -0.44858 -2.34515 -3.51910  -0.19
C: 3.78153 3.71161 0.52964  -0.20
C: 1.17993 0.70216 4.99102  -0.03
C: -1.58260 3.48083 2.54748  -0.05
C: 1.49918 -3.37449 0.07925  -0.72
C: 2.31969 1.71937 -2.32092  -0.22
C: -1.17284 2.35089 3.21449  -0.27
C: 1.49068 -0.60891 -2.34590  0.07
C: 1.44253 -0.41592 5.73482  -0.07
C: 2.10297 0.45729 -1.70493  -0.06
C: -0.97979 0.82053 5.97588  0.00
C: -2.75225 2.15670 0.94846  -0.08
C: -4.11881 -2.02659 -2.40836  -0.72
C: -2.67439 -2.80981 -4.53904  -0.45
C: -2.36780 3.38432 1.42198  -0.06
C: -0.03171 1.33040 5.12291  -0.26
C: 0.69194 3.41549 4.21949  -1.07
C: 1.90348 1.94149 -3.73227  -0.14
C: 3.21647 3.18283 3.08318  -0.47
C: 2.30991 -1.00486 0.18466  0.03
C: -1.60513 -3.31257 -3.58874  -0.23
C: 1.71380 -2.02269 -0.49371  -0.33
H: -5.19489 -4.34366 -3.77619  -0.02
H: 1.27592 -4.07758 -0.68886  0.01
H: -1.26255 -4.26780 -3.94814  0.13
H: 5.07304 2.96909 2.07216  0.12
H: 2.69512 2.36455 -4.32279  0.13
H: -1.48004 -0.67545 7.37855  0.09
H: 2.51488 -5.03515 0.80916  0.05
H: -2.62635 2.68765 -2.83289  -0.08
H: 3.42386 1.08962 1.32718  0.12
H: -3.77374 2.27163 -3.74553  0.05
H: 3.03439 4.47821 0.43242  0.07
H: 0.20268 -4.08857 7.97997  0.02
H: -1.70168 -2.42666 -7.93863  0.04
H: 2.25467 -4.43290 2.93115  0.08
H: 1.35667 -3.40457 -3.07459  0.15
H: 2.19047 -6.05673 -1.59124  0.03
H: 1.64685 1.00613 -4.19830  0.12
H: 1.91460 1.08988 4.32503  0.08
H: 1.51089 5.72187 -0.08737  0.00
H: 0.09972 -3.49284 -1.85825  0.08
H: 0.71188 -1.79573 7.18450  0.09
H: 4.64091 4.08244 -0.01174  0.11
H: -3.53850 -3.33210 7.77642  0.06
H: -0.83648 -1.38646 -3.20882  0.10
H: -1.39409 -3.89268 -8.18633  0.05
H: -3.14960 -2.57924 6.50880  0.05
H: 0.63176 3.96646 -8.49328  0.03
H: 1.21179 -6.59580 -0.54019  0.04
H: -2.60932 0.05761 1.25543  0.08
H: -3.31649 -3.62512 -4.81736  0.07
H: 0.76371 4.05843 -6.96973  -0.02
H: -2.20240 -2.47515 -5.43115  0.04
H: -4.71776 -1.66624 0.60347  0.13
H: 2.23760 -2.73641 2.62177  0.04
H: -1.25644 -3.61536 7.92095  -0.01
H: -1.25974 0.21097 3.23711  0.11
H: 1.16303 -0.50584 -3.34756  0.12
H: -3.38091 2.06683 0.08815  0.10
H: 3.85469 4.87760 -1.54544  -0.09
H: 4.54713 4.59144 2.24147  0.11
H: -2.04650 -3.40291 -2.60948  0.10
H: 3.41067 3.75013 3.97030  0.04
H: -5.82052 -4.02556 -5.13855  0.03
H: 2.39112 -0.89791 5.66668  0.10
H: -1.29686 4.44058 2.92937  0.12
H: 3.75098 -3.60163 2.69115  0.05
H: -2.68410 4.27450 0.91838  0.11
H: 2.65718 -1.15486 1.18063  0.12
H: -3.11859 5.81879 -4.38156  0.04
H: -3.14839 4.79279 -3.25334  -0.02
H: -0.01927 -2.27446 -4.50777  0.13
H: 0.49677 5.01939 -0.99385  -0.05
H: 3.35043 2.15220 3.35896  0.04
H: -1.91989 1.32209 6.05623  0.13

Results
Energy relative to the best compared isomer or geometry (same formula, charge and spin) (kJ/mol): 0.00
F_max (eV Å⁻¹): 2.72
Net charge: +1
M (g/mol): 1136.37
Electronic energy (Ha): -5098.9254
Frontier orbital gap (eV): 6.2293
HOMO (eV): -10.4